Record 1
ORCA calculation (ωB97M-V/def2-TZVPD) on a 2-piece molecular cluster, C2H3ClF2O2S overall in a non-equilibrium geometry.

- ΔE to the lowest compared entry with this formula, charge and spin: 84.7 kcal per mole
- Frontier orbital gap (spin up / spin down): 6.856 / 9.968 eV
- E_LUMO (spin up / spin down): -0.0842 / -0.0151 Eh

Geometry as ORCA input:
```
! RIJCOSX wB97M-V def2-TZVPD def2/J DEFGRID3
* xyz 0 1
C -0.70 1.05 -0.54
C 1.31 -0.74 0.32
O 2.30 1.30 1.42
O 2.13 1.40 -0.98
F -1.76 0.61 0.06
F 1.59 -1.81 -0.44
S 2.38 0.61 0.20
Cl 4.34 -0.12 -0.05
H 0.20 1.38 0.12
H -0.50 0.67 -1.47
H 1.08 -0.98 1.40
*
```

Charges per atom according to Löwdin partitioning, unit e: number 1, C, carries 0.0285; number 2, C, carries -0.2597; number 3, O, carries -0.3188; number 4, O, carries -0.3539; number 5, F, carries 0.0275; number 6, F, carries -0.0067; number 7, S, carries 0.2949; number 8, Cl, carries 0.3478; number 9, H, carries 0.0624; number 10, H, carries 0.0438; number 11, H, carries 0.1343

---

Record 2
ORCA calculation (ωB97M-V/def2-TZVPD) on a 2-piece molecular cluster, C2H3ClFI overall in a non-equilibrium geometry.

- ΔE to the lowest compared entry with this formula, charge and spin: 17.9 kcal per mole
- Frontier orbital gap: 9.546 eV
- E_LUMO: 0.0105 Eh
- SMILES: C=C(F)I.Cl

Geometry as ORCA input:
```
! RIJCOSX wB97M-V def2-TZVPD def2/J DEFGRID3
* xyz 0 1
C 0.14 1.41 0.68
C 0.64 0.15 0.69
F 0.51 -0.67 1.71
I 1.99 -0.54 -0.83
H -0.58 1.97 1.34
H 0.45 2.11 -0.17
Cl -1.31 -2.23 -1.14
H -1.84 -2.19 -2.27
*
```

Charges per atom according to Löwdin partitioning, unit e: number 1, C, carries -0.0561; number 2, C, carries -0.8688; number 3, F, carries -0.0253; number 4, I, carries 0.7865; number 5, H, carries 0.0759; number 6, H, carries 0.0625; number 7, Cl, carries 0.2934; number 8, H, carries -0.2681